23
Properties=species:S:1:pos:R:3:forces:R:3:lowdin_charge:R:1 method="wB97M-V/def2-TZVPD" gap_ev=10.32 charge=0 relative_energy_kcal_mol=25.5 e_homo_ev=-9.6923 lumo_ev=0.63 smiles="CC1(C)CCOS(=O)(=O)N1P"
C -0.225 -1.646 -0.651 0.248 0.461 -1.400 -0.081
C -0.021 -0.257 -0.047 -0.586 0.478 -2.082 -0.576
C 0.146 -0.379 1.451 1.163 1.572 -0.087 -0.030
C 1.048 0.403 -0.918 1.576 1.234 0.431 -0.132
C 1.402 1.825 -0.413 1.122 -0.839 1.262 -0.188
O 0.344 2.649 -0.931 0.002 0.213 1.012 -0.205
S -0.990 2.291 -0.179 -3.395 0.886 -1.224 0.500
O -2.046 2.992 -0.881 1.391 -0.862 0.527 -0.290
O -0.897 2.472 1.221 0.914 0.946 1.216 -0.262
N -1.199 0.687 -0.386 0.094 -1.087 -0.574 -0.486
P -2.848 0.111 -0.321 0.593 -0.068 0.816 0.912
H -0.670 -1.666 -1.698 1.116 0.106 1.157 0.108
H -0.871 -2.197 -0.050 -1.413 -0.956 0.973 0.029
H 0.729 -2.181 -0.521 -0.152 0.255 -0.659 0.103
H 1.232 -0.363 1.765 -1.216 0.400 -0.167 0.118
H -0.247 -1.289 1.801 -0.549 -1.219 0.403 0.057
H -0.492 0.441 1.814 0.960 -0.295 0.821 0.077
H 0.571 0.591 -1.904 0.801 -0.752 0.303 0.140
H 1.987 -0.161 -0.933 -0.317 -0.266 -0.306 0.128
H 1.444 1.780 0.726 -0.478 0.501 -1.253 0.129
H 2.384 2.305 -0.660 -1.032 -0.692 -0.527 0.141
H -2.450 -0.947 0.566 -0.667 0.332 -0.011 -0.076
H -2.721 -0.767 -1.387 -0.177 -0.348 -0.629 -0.115



29
Properties=species:S:1:pos:R:3:forces:R:3:lowdin_charge:R:1 method="wB97M-V/def2-TZVPD" gap_ev=6.91 charge=+1 e_homo_ev=-12.7944 lumo_ev=-5.89
C 3.563 -2.234 0.058 0.109 0.239 -0.586 -0.047
C 3.790 -0.774 -0.290 -0.340 -0.546 -0.251 -0.234
O 2.513 -0.121 -0.322 0.123 0.117 0.378 -0.140
C 2.583 1.265 -0.318 -0.421 -0.724 -0.454 -0.182
C 1.347 1.825 0.447 1.264 -0.850 0.240 -0.179
O 0.546 0.773 0.970 -0.148 0.483 0.030 -0.182
S -0.982 0.785 0.564 -0.560 -1.321 0.299 0.480
O -0.992 0.482 -0.905 0.723 1.616 -0.330 -0.392
O -1.471 2.167 0.747 0.999 0.721 -1.082 -0.364
N -1.571 -0.295 1.401 -0.354 -0.032 0.069 -0.242
S -3.233 -0.384 1.405 -1.090 -0.755 0.717 0.573
O -3.863 0.878 1.560 0.386 1.104 -0.499 -0.262
O -3.570 -1.374 2.357 0.317 -0.857 0.449 -0.260
C -3.739 -1.065 -0.206 0.189 -0.245 -0.110 -0.236
O -5.070 -0.703 -0.411 -0.328 0.002 -0.578 -0.136
O -5.170 0.128 -1.576 0.364 0.317 0.366 -0.004
H 4.437 -2.620 0.565 0.045 -0.201 0.253 0.081
H 3.439 -2.794 -0.860 -0.093 -0.251 -0.094 0.077
H 2.662 -2.362 0.642 -0.028 0.015 0.389 0.083
H 4.222 -0.721 -1.286 0.310 0.245 -0.107 0.122
H 4.457 -0.299 0.424 -0.018 0.293 0.189 0.120
H 2.580 1.608 -1.364 0.074 0.372 -0.065 0.125
H 3.498 1.617 0.149 0.137 0.207 0.143 0.131
H 1.709 2.415 1.277 -0.334 0.404 0.177 0.153
H 0.812 2.486 -0.246 2.090 -0.354 2.211 -0.017
H -3.100 -0.759 -1.023 0.153 0.304 -0.046 0.091
H -3.692 -2.147 -0.121 0.124 -0.184 0.265 0.122
H -5.183 -0.513 -2.299 -0.231 -0.259 0.003 0.104
Yb -0.523 2.736 -1.338 -3.460 0.137 -1.975 1.615



20
Properties=species:S:1:pos:R:3:forces:R:3:lowdin_charge:R:1 method="wB97M-V/def2-TZVPD" gap_ev=7.95 charge=+1 relative_energy_kcal_mol=86.4 e_homo_ev=-12.5056 lumo_ev=-4.56
C -0.480 1.907 -0.300 -1.270 -1.734 0.153 -0.047
C 1.726 0.330 -0.286 1.727 -2.747 2.250 -0.106
C 1.365 -1.212 -0.299 -0.427 1.969 1.691 -0.158
C -0.077 -1.154 -0.829 1.158 -3.415 1.047 -0.223
C -1.137 -0.743 0.132 1.257 -1.410 1.516 -0.700
N -0.973 -0.780 1.453 -0.518 0.585 -0.800 0.146
O -0.354 3.085 0.147 -0.032 1.088 0.444 0.068
S -2.689 -0.491 -0.439 -1.661 0.221 -0.541 0.994
H -0.460 1.934 -1.387 0.438 0.520 -0.730 0.052
H 1.397 0.779 -1.151 -0.581 1.021 -1.979 0.035
H 2.779 0.416 -0.232 1.283 0.250 -0.182 0.074
H 1.396 0.840 0.580 -0.647 0.392 0.783 0.050
H 2.145 -1.658 -0.968 -1.309 -0.328 0.677 0.135
H 1.280 -1.683 0.758 1.099 0.608 -1.823 0.125
H -0.021 -0.415 -1.517 -0.587 2.050 -2.680 0.061
H -0.188 -2.118 -1.356 -1.185 0.372 0.275 0.151
H -0.257 -1.262 1.976 0.333 0.329 -0.355 0.135
H -0.519 3.024 1.101 0.339 0.530 0.077 0.125
H -1.535 -0.069 1.897 -0.058 -0.554 0.769 0.120
H -3.395 -0.730 0.720 0.640 0.254 -0.593 -0.038



20
Properties=species:S:1:pos:R:3:forces:R:3:lowdin_charge:R:1 method="wB97M-V/def2-TZVPD" gap_ev="7.93 / 7.59" charge=+1 relative_energy_kcal_mol=152.9 e_homo_ev="-12.7018 / -12.6211" lumo_ev="-4.77 / -5.03"
C 0.697 0.111 -0.091 -2.965 0.185 2.429 0.118
C -1.007 -0.847 1.571 -0.710 0.508 -1.349 -0.183
C 0.361 -1.973 -1.107 -1.572 -1.613 1.678 -0.036
C 2.185 -0.508 -1.863 1.610 1.019 -2.597 -0.036
C -1.631 1.884 2.569 0.782 -1.712 1.273 -0.184
N 1.094 -0.713 -0.949 -0.409 0.221 0.562 -0.271
O -2.856 0.741 0.782 -1.477 -0.780 0.819 -0.341
S -2.300 0.155 2.225 1.984 2.584 -2.454 1.035
H 0.934 1.155 0.067 1.047 -0.082 -0.570 0.080
H -0.183 -0.838 2.224 1.160 -0.344 1.265 -0.043
H -0.393 -2.180 -0.205 2.022 0.722 -1.854 0.101
H -0.263 -1.830 -1.973 -0.156 -0.128 -0.513 0.094
H 1.019 -2.850 -1.267 -0.152 0.726 0.149 0.111
H 2.518 0.601 -2.043 -1.079 -1.990 0.689 0.140
H 3.063 -1.030 -1.441 -0.418 0.051 -0.523 0.111
H 1.877 -0.942 -2.890 0.704 0.607 1.712 0.132
H -1.232 1.832 3.562 0.226 0.078 0.757 0.047
H -2.384 2.619 2.542 -1.179 0.558 -0.247 0.047
H -0.803 2.123 1.922 -0.010 -0.294 -0.595 0.048
H -2.172 0.575 0.139 0.591 -0.317 -0.631 0.031



19
Properties=species:S:1:pos:R:3:forces:R:3:lowdin_charge:R:1 method="wB97M-V/def2-TZVPD" gap_ev=6.01 charge=-1 relative_energy_kcal_mol=21.1 e_homo_ev=-2.2423 lumo_ev=3.77 smiles=CCNCCC[S-]
C 1.714 1.980 -0.106 0.458 -0.198 0.908 -0.113
C 1.306 0.648 -0.761 0.096 0.865 0.031 -0.298
N 1.304 -0.492 0.148 0.479 0.449 -0.916 -0.096
C 0.014 -0.818 0.739 -0.288 0.329 1.241 -0.308
C -1.016 -1.295 -0.272 0.273 -1.713 0.320 -0.283
C -2.493 -0.913 0.032 -0.252 0.196 -1.261 -0.787
S -2.890 0.325 1.283 0.018 0.156 0.465 0.105
H 0.951 2.304 0.603 -0.024 0.155 -0.052 0.070
H 2.648 1.851 0.465 -0.175 -0.245 0.085 0.058
H 1.991 2.798 -0.772 -0.526 -0.067 -0.435 0.055
H 2.042 0.505 -1.560 -0.356 -0.353 -0.297 0.092
H 0.291 0.777 -1.138 0.198 -0.108 -0.432 0.103
H 2.018 -0.267 0.818 -0.023 -0.391 0.678 0.077
H 0.217 -1.525 1.556 -0.075 -0.473 -0.499 0.107
H -0.491 -0.037 1.333 0.337 0.498 -0.528 0.012
H -0.715 -1.110 -1.302 -0.006 0.931 -0.013 0.081
H -0.945 -2.401 -0.332 -0.174 0.183 0.403 0.090
H -3.060 -1.838 0.173 0.041 0.040 0.260 0.021
H -2.885 -0.491 -0.907 -0.001 -0.256 0.041 0.013



19
Properties=species:S:1:pos:R:3:forces:R:3:lowdin_charge:R:1 method="wB97M-V/def2-TZVPD" gap_ev=7.34 charge=+1 relative_energy_kcal_mol=42.0 e_homo_ev=-12.7126 lumo_ev=-5.37
C 2.236 0.973 -1.151 -3.196 2.454 0.669 0.189
C 1.064 0.574 -0.504 2.343 1.946 -1.461 -0.225
C 0.005 1.564 -0.022 -0.570 -2.168 -0.440 -0.022
C -0.350 -1.241 0.337 1.479 -2.433 1.770 -0.007
C 0.805 -0.827 -0.426 1.089 -0.233 -0.879 -0.250
N 1.423 -1.741 -1.177 -1.860 0.382 3.096 0.255
S -3.322 0.305 1.866 0.784 -1.781 -3.565 0.561
H 3.054 0.387 -1.353 1.524 -1.973 -0.447 0.043
H 2.448 2.013 -1.560 -0.710 -1.128 1.200 0.127
H -0.319 1.435 1.005 0.570 -0.099 0.412 0.078
H -0.936 1.344 -0.540 0.159 0.470 -0.339 0.094
H 0.335 2.544 -0.169 0.307 1.460 -0.311 0.071
H -0.425 -0.824 1.329 0.068 0.421 0.141 0.095
H -1.106 -0.868 -0.250 -2.510 0.627 -1.138 0.079
H -0.398 -2.340 0.452 -0.290 0.526 -0.286 0.125
H 1.304 -2.635 -0.709 0.409 -0.434 -1.042 0.148
H -4.601 -0.006 1.605 0.038 0.206 0.377 -0.183
H 2.229 -1.525 -1.690 1.173 0.172 -0.942 0.113
H -3.445 0.869 2.958 -0.808 1.585 3.185 -0.290



18
Properties=species:S:1:pos:R:3:forces:R:3:lowdin_charge:R:1 method="wB97M-V/def2-TZVPD" gap_ev=10.01 charge=0 relative_energy_kcal_mol=50.2 e_homo_ev=-9.0697 lumo_ev=0.94
C -1.553 -0.476 2.085 -0.837 1.356 -0.352 -0.121
C -0.897 -1.237 1.011 1.654 -0.553 -1.718 -0.168
C -0.252 -0.805 -0.125 -0.956 -1.619 1.356 -0.112
C -0.036 0.593 -0.581 -0.947 0.721 0.559 -0.303
C 1.364 1.080 -0.311 0.565 1.386 1.349 -0.123
H -2.594 -0.840 2.117 0.215 0.330 0.321 0.081
H -1.561 0.582 1.770 -0.251 -0.185 0.548 0.064
H -1.127 -0.537 3.100 0.055 -0.238 -0.546 0.083
H -0.975 -2.315 1.205 0.430 0.223 -0.492 0.096
H 0.239 -1.546 -0.769 -0.455 0.050 0.497 0.100
H -0.753 1.237 -0.036 0.426 0.006 -0.348 0.111
H -0.155 0.798 -1.662 -1.206 0.032 1.130 0.091
H 2.219 0.509 -0.708 -0.595 0.058 0.613 0.082
H 1.468 1.152 0.785 0.358 0.129 -0.401 0.092
H 1.393 2.098 -0.734 0.435 -0.125 0.326 0.090
O 1.265 -0.442 -2.458 0.118 0.208 -1.538 -0.125
H 0.296 -0.275 -2.481 1.536 -0.592 -0.475 0.037
H 1.660 0.423 -2.207 -0.546 -1.190 -0.827 0.025



18
Properties=species:S:1:pos:R:3:forces:R:3:lowdin_charge:R:1 method="wB97M-V/def2-TZVPD" gap_ev=10.32 charge=0 relative_energy_kcal_mol=14.9 e_homo_ev=-9.4094 lumo_ev=0.91 smiles=COC(C)(C)C
C -0.669 -1.921 0.757 -0.041 -0.375 -0.106 -0.111
O -0.518 -0.547 0.999 -0.006 0.108 0.080 -0.160
C 0.050 0.349 0.032 0.108 0.145 -0.111 -0.637
C 0.275 -0.264 -1.350 -0.020 -0.046 -0.071 -0.053
C -0.939 1.508 -0.081 -0.027 0.054 -0.004 -0.035
C 1.381 0.822 0.621 0.049 0.030 0.011 -0.033
H -0.429 -2.448 1.686 -0.039 0.041 -0.106 0.088
H -0.020 -2.322 -0.033 -0.081 0.168 0.212 0.076
H -1.708 -2.160 0.492 0.103 0.020 -0.024 0.087
H -0.657 -0.642 -1.783 0.103 0.028 0.084 0.092
H 0.666 0.508 -2.021 -0.074 -0.066 0.123 0.090
H 1.008 -1.074 -1.331 -0.048 0.080 0.002 0.078
H -1.898 1.149 -0.470 0.125 0.033 0.044 0.087
H -1.116 1.950 0.904 0.031 -0.069 -0.100 0.086
H -0.563 2.289 -0.752 -0.013 -0.103 0.090 0.086
H 1.212 1.260 1.611 0.015 -0.067 -0.152 0.087
H 2.064 -0.027 0.736 -0.098 0.113 -0.028 0.087
H 1.863 1.572 -0.016 -0.089 -0.093 0.057 0.086



18
Properties=species:S:1:pos:R:3:forces:R:3:lowdin_charge:R:1 method="wB97M-V/def2-TZVPD" gap_ev=11.05 charge=0 relative_energy_kcal_mol=3.6 e_homo_ev=-10.0953 lumo_ev=0.96 smiles=CCC(C)(C)O
C 1.915 -0.264 -0.850 0.034 0.075 -0.010 -0.104
C 0.847 -0.587 0.196 0.034 0.027 0.133 -0.195
C -0.553 0.037 -0.035 0.009 0.041 0.423 -0.620
C -1.648 -0.889 0.492 -0.012 0.046 0.063 -0.042
C -0.602 1.401 0.712 -0.059 0.008 -0.093 -0.038
O -0.854 0.190 -1.419 0.241 0.199 -0.102 -0.031
H 1.723 -0.720 -1.829 -0.085 0.062 0.217 0.077
H 2.888 -0.637 -0.511 -0.134 0.070 -0.063 0.075
H 2.021 0.820 -0.988 0.006 -0.118 -0.018 0.076
H 1.171 -0.157 1.146 0.214 -0.290 0.080 0.104
H 0.787 -1.674 0.342 -0.106 0.201 -0.162 0.114
H -1.488 -1.123 1.550 -0.029 0.073 -0.117 0.089
H -1.671 -1.830 -0.072 0.125 0.220 0.072 0.089
H -2.625 -0.408 0.378 0.114 -0.054 0.063 0.085
H -0.355 1.292 1.779 -0.116 -0.171 -0.303 0.083
H -1.597 1.855 0.657 0.086 -0.118 -0.145 0.081
H 0.116 2.130 0.309 -0.102 -0.269 -0.095 0.082
H -0.078 0.565 -1.857 -0.221 -0.001 0.057 0.077



18
Properties=species:S:1:pos:R:3:forces:R:3:lowdin_charge:R:1 method="wB97M-V/def2-TZVPD" gap_ev=10.42 charge=0 relative_energy_kcal_mol=13.5 e_homo_ev=-9.4883 lumo_ev=0.94 smiles=COC(C)(C)C
C 2.109 -0.201 -0.331 0.269 -0.001 -0.311 -0.113
O 1.071 -0.274 0.614 0.031 0.088 0.160 -0.164
C -0.279 -0.015 0.213 -0.243 0.042 -0.006 -0.644
C -0.396 1.003 -0.926 0.042 0.032 -0.045 -0.048
C -0.931 -1.341 -0.184 -0.011 -0.056 -0.020 -0.032
C -0.937 0.550 1.471 -0.039 0.004 0.035 -0.037
H 2.705 0.713 -0.183 -0.126 -0.151 -0.028 0.089
H 1.758 -0.203 -1.370 0.039 -0.100 0.198 0.079
H 2.770 -1.065 -0.193 -0.124 0.146 -0.011 0.089
H -0.143 0.568 -1.900 -0.045 0.096 0.157 0.077
H -1.429 1.364 -0.984 0.160 -0.074 0.009 0.089
H 0.257 1.866 -0.747 -0.121 -0.120 -0.004 0.093
H -0.402 -1.793 -1.032 -0.061 0.084 0.102 0.085
H -0.890 -2.041 0.657 -0.001 0.099 -0.113 0.087
H -1.979 -1.200 -0.470 0.159 0.003 0.029 0.087
H -0.739 -0.111 2.320 -0.029 0.075 -0.117 0.087
H -0.526 1.539 1.702 -0.051 -0.154 -0.033 0.088
H -2.021 0.641 1.342 0.151 -0.013 -0.002 0.086



18
Properties=species:S:1:pos:R:3:forces:R:3:lowdin_charge:R:1 method="wB97M-V/def2-TZVPD" gap_ev=10.37 charge=0 relative_energy_kcal_mol=29.0 e_homo_ev=-9.3594 lumo_ev=1.01 smiles="C=CC(C)C.O"
C -1.744 0.218 -0.591 0.388 -0.124 -0.541 -0.019
C -0.636 -0.468 -0.307 -0.059 0.165 -0.599 -0.203
C 0.695 0.192 -0.042 0.039 0.045 -0.044 -0.450
C 1.317 0.431 -1.421 0.128 0.064 -0.148 -0.084
C 1.632 -0.623 0.851 0.001 -0.053 0.019 -0.083
H -2.682 -0.252 -0.864 0.191 -0.031 0.022 0.076
H -1.773 1.307 -0.515 0.104 -0.208 -0.072 0.084
H -0.642 -1.555 -0.411 0.029 0.106 0.065 0.121
H 0.521 1.166 0.442 -0.015 -0.143 -0.148 0.135
H 0.639 1.035 -2.032 0.174 -0.033 0.064 0.077
H 1.449 -0.527 -1.939 0.050 0.132 0.069 0.085
H 2.288 0.931 -1.360 -0.052 -0.054 0.019 0.076
H 1.787 -1.628 0.438 -0.028 0.126 0.039 0.080
H 1.247 -0.734 1.871 -0.014 0.012 -0.169 0.076
H 2.614 -0.139 0.918 -0.163 -0.070 -0.013 0.076
O -2.583 0.027 1.726 0.002 -0.082 0.937 -0.085
H -1.756 -0.335 1.356 -0.712 0.241 0.386 -0.004
H -2.372 0.955 1.880 -0.064 -0.093 0.115 0.040



18
Properties=species:S:1:pos:R:3:forces:R:3:lowdin_charge:R:1 method="wB97M-V/def2-TZVPD" gap_ev=10.92 charge=0 relative_energy_kcal_mol=13.9 e_homo_ev=-9.8010 lumo_ev=1.12 smiles=COCC(C)C
C -0.754 2.202 1.503 -0.033 0.255 0.180 -0.120
O -0.901 1.121 0.620 -0.002 -0.018 -0.046 -0.195
C 0.324 0.494 0.321 0.209 -0.148 -0.070 -0.244
C 0.127 -0.496 -0.821 -0.012 0.041 -0.014 -0.421
C -1.032 -1.446 -0.531 -0.042 -0.048 0.018 -0.076
C 1.433 -1.250 -1.075 0.039 -0.020 -0.003 -0.085
H -0.109 1.953 2.360 -0.116 -0.020 -0.141 0.089
H -1.750 2.455 1.877 0.150 0.022 -0.058 0.088
H -0.328 3.080 0.992 -0.030 -0.143 0.098 0.089
H 1.085 1.240 0.032 -0.129 -0.065 0.071 0.129
H 0.699 -0.034 1.218 -0.046 0.084 -0.136 0.134
H -0.125 0.088 -1.717 0.038 -0.061 0.101 0.139
H -1.955 -0.886 -0.358 0.116 -0.105 -0.035 0.074
H -1.191 -2.130 -1.372 0.030 0.076 0.125 0.078
H -0.830 -2.047 0.365 0.001 0.063 -0.114 0.085
H 2.260 -0.564 -1.296 -0.126 -0.093 0.027 0.077
H 1.716 -1.842 -0.195 -0.057 0.076 -0.139 0.081
H 1.330 -1.937 -1.922 0.010 0.105 0.136 0.078



18
Properties=species:S:1:pos:R:3:forces:R:3:lowdin_charge:R:1 method="wB97M-V/def2-TZVPD" gap_ev=10.63 charge=0 relative_energy_kcal_mol=46.3 e_homo_ev=-9.6687 lumo_ev=0.97 smiles="CC(C)=O.[H][H].C=C"
C 1.689 1.275 -0.408 -0.011 0.067 0.011 -0.028
C 0.598 0.427 -1.026 -0.122 0.131 -0.097 -0.518
C 0.861 -1.062 -1.096 -0.077 -0.045 -0.035 -0.031
O -0.417 0.925 -1.468 0.421 -0.193 0.142 0.016
H 1.887 0.951 0.620 -0.046 0.006 -0.161 0.073
H 1.389 2.325 -0.413 0.044 -0.151 -0.003 0.084
H 2.621 1.156 -0.973 -0.119 -0.011 0.071 0.086
H 1.223 -1.444 -0.136 -0.052 0.097 -0.128 0.078
H 1.642 -1.256 -1.842 -0.090 0.056 0.103 0.088
H -0.048 -1.591 -1.389 0.126 0.095 0.041 0.075
H -3.041 -0.644 -1.416 0.021 0.008 -0.025 0.042
H -2.409 -0.261 -1.520 -0.105 -0.054 0.005 0.014
C -1.546 -0.231 1.482 0.148 0.016 0.128 -0.090
C -0.450 -0.035 2.208 -0.175 -0.015 -0.069 -0.092
H -2.134 0.592 1.084 0.158 -0.078 0.089 0.051
H -1.909 -1.228 1.241 0.115 0.111 0.063 0.051
H 0.140 -0.861 2.601 -0.138 0.072 -0.074 0.050
H -0.095 0.963 2.451 -0.097 -0.113 -0.061 0.051



Computed values of electronic energy (unit: eV) for the preceding records, in sequence: -33134.311; -76435.915; -19741.341; -19738.454; -17704.876; -17696.864; -7425.136; -7426.664; -7427.154; -7426.726; -7426.053; -7426.708; -7425.303.